# 1
Formula: C20H65N5O10
Source: the Open Molecules 2025 dataset
Level of theory: the ωB97M-V functional and the def2-TZVPD basis

The spin multiplicity is 1. Its HOMO energy is -0.3200 Eh. The total energy is -1827.0929 hartree. Its structure (SMILES) is COC[C@H](C)N.COC[C@H](C)N.COC[C@H](C)N.COC[C@H](C)N.COC[C@H](C)N.O.O.O.O.O. For the relative energy (zero: lowest compared OMol25 entry of this formula, charge and spin), the calculation gives 14.4 kcal/mol. As for the molecular weight: 535.8 g mol⁻¹. Its LUMO energy is 0.24 eV.

Last column: Mulliken charge in e.
Cartesian coordinates (Å):
1 O -2.058 -0.574 0.459  -0.738
2 H -2.574 -0.991 -0.236  0.332
3 H -1.129 -0.627 0.145  0.166
4 O 0.466 -0.311 -0.514  0.181
5 H 0.990 -0.720 0.193  0.050
6 H 1.022 -0.409 -1.310  0.181
7 O 0.472 -1.306 -4.468  -0.717
8 H 1.044 -1.051 -3.731  0.348
9 H 0.753 -2.196 -4.699  0.268
10 O 1.268 -2.229 1.398  -0.705
11 H 1.917 -2.376 2.097  0.241
12 H 0.828 -3.082 1.282  0.257
13 O 2.695 2.027 -0.694  -0.653
14 H 3.261 2.738 -0.381  0.262
15 H 1.882 2.112 -0.157  0.410
16 C 0.562 5.263 1.236  -1.493
17 C 1.049 4.020 2.000  0.126
18 C 0.369 4.023 3.376  -0.559
19 O 1.116 4.871 4.222  -0.354
20 C 0.587 5.000 5.501  -0.736
21 N 0.637 2.827 1.231  -0.484
22 H -0.488 5.180 0.952  0.415
23 H 1.159 5.439 0.340  0.322
24 H 0.700 6.144 1.866  0.409
25 H 2.136 4.064 2.071  0.275
26 H 0.365 3.007 3.779  0.364
27 H -0.698 4.285 3.318  0.337
28 H 0.338 4.062 6.014  0.263
29 H -0.376 5.536 5.447  0.319
30 H 1.197 5.590 6.183  0.273
31 H 0.582 2.028 1.862  0.102
32 H -0.338 3.010 1.004  0.214
33 C 0.506 -4.913 -2.082  -1.230
34 C -0.843 -4.203 -2.081  1.229
35 C -2.006 -5.121 -2.442  -1.144
36 O -3.114 -4.344 -2.879  -0.344
37 C -4.376 -4.927 -2.551  -0.717
38 N -1.112 -3.630 -0.760  -0.696
39 H 1.280 -4.159 -1.939  -0.078
40 H 0.740 -5.455 -3.000  0.402
41 H 0.514 -5.671 -1.296  0.400
42 H -0.862 -3.481 -2.908  0.081
43 H -2.329 -5.728 -1.588  0.427
44 H -1.710 -5.797 -3.251  0.388
45 H -5.131 -4.165 -2.721  0.255
46 H -4.370 -5.107 -1.469  0.339
47 H -4.471 -5.879 -3.073  0.279
48 H -0.604 -2.770 -0.588  0.157
49 H -2.100 -3.395 -0.781  0.282
50 C 3.622 -2.625 -2.664  -1.597
51 C 3.401 -1.550 -1.578  1.408
52 C 4.744 -1.091 -1.020  -0.991
53 O 5.388 -2.218 -0.443  -0.344
54 C 6.716 -1.947 -0.090  -0.818
55 N 2.739 -0.436 -2.283  -0.285
56 H 4.015 -2.136 -3.557  0.429
57 H 2.660 -3.086 -2.888  0.145
58 H 4.337 -3.388 -2.360  0.384
59 H 2.846 -1.999 -0.752  -0.334
60 H 4.578 -0.316 -0.259  0.438
61 H 5.398 -0.624 -1.769  0.412
62 H 7.398 -1.952 -0.946  0.315
63 H 7.102 -2.730 0.568  0.265
64 H 6.821 -1.046 0.524  0.320
65 H 2.730 0.373 -1.640  -0.097
66 H 3.408 -0.202 -3.009  0.405
67 C -4.311 3.420 -4.170  -1.357
68 C -2.808 3.694 -4.440  0.274
69 C -2.031 3.077 -3.267  -0.648
70 O -0.670 3.458 -3.394  -0.447
71 C 0.243 2.686 -2.645  -0.452
72 N -2.453 2.952 -5.655  -0.716
73 H -4.501 3.695 -3.131  0.325
74 H -4.593 2.390 -4.368  0.393
75 H -4.875 4.107 -4.801  0.360
76 H -2.532 4.744 -4.537  0.353
77 H -2.048 1.982 -3.305  0.296
78 H -2.407 3.441 -2.301  0.347
79 H 0.278 1.637 -2.962  0.219
80 H -0.059 2.682 -1.592  0.199
81 H 1.203 3.181 -2.755  0.279
82 H -1.504 2.613 -5.542  0.294
83 H -3.061 2.152 -5.755  0.250
84 C -0.092 -1.134 5.333  -1.417
85 C -1.191 -1.127 4.270  0.474
86 C -2.383 -0.336 4.799  -0.540
87 O -2.932 -0.993 5.912  -0.325
88 C -4.050 -0.283 6.424  -0.763
89 N -0.673 -0.535 3.027  -0.283
90 H 0.244 -0.127 5.596  0.208
91 H 0.792 -1.668 4.979  0.388
92 H -0.469 -1.551 6.267  0.394
93 H -1.437 -2.166 4.020  0.366
94 H -3.086 -0.096 3.989  0.437
95 H -1.998 0.662 5.049  0.198
96 H -4.810 -0.088 5.662  0.301
97 H -3.689 0.637 6.890  0.311
98 H -4.494 -0.955 7.158  0.251
99 H -1.354 -0.659 2.282  0.233
100 H 0.106 -1.124 2.752  0.037


# 2
Formula: C20H65O25P5
Source: the Open Molecules 2025 dataset
Level of theory: the ωB97M-V functional and the def2-TZVPD basis

The spin multiplicity is 1. Its HOMO energy is -0.3381 Eh. The total energy is -4389.0891 hartree. Its structure (SMILES) is COP(=O)(OC)OC.COP(=O)(OC)OC.COP(=O)(OC)OC.COP(=O)(OC)OC.COP(=O)(OC)OC.CO.CO.CO.CO.CO. For the relative energy (zero: lowest compared OMol25 entry of this formula, charge and spin), the calculation gives 47.3 kcal/mol. As for the molecular weight: 860.6 g mol⁻¹. Its LUMO energy is 0.24 eV.

Last column: Mulliken charge in e.
Cartesian coordinates (Å):
1 C -1.535 3.772 -3.456  -0.559
2 O -1.841 4.353 -2.208  -0.463
3 H -0.454 3.796 -3.594  0.232
4 H -1.984 2.781 -3.521  0.052
5 H -1.827 4.445 -4.262  0.443
6 H -1.966 5.280 -2.425  0.294
7 C -1.257 -0.861 -3.895  -0.383
8 O -1.807 0.194 -4.602  -0.583
9 H -2.033 -1.218 -3.218  0.181
10 H -0.750 -1.632 -4.476  0.440
11 H -0.600 -0.616 -3.060  -0.032
12 H -1.104 0.812 -4.818  0.652
13 C -0.144 -4.607 -0.974  0.000
14 O 0.719 -5.729 -0.670  -0.567
15 H 0.464 -3.821 -1.423  0.062
16 H -0.929 -4.850 -1.690  0.392
17 H -0.675 -4.159 -0.134  -0.206
18 H 0.191 -6.253 -0.063  0.319
19 C -2.035 2.068 2.391  -0.207
20 O -2.707 1.609 3.539  -0.544
21 H -2.462 1.647 1.481  0.193
22 H -2.156 3.151 2.354  0.385
23 H -0.963 1.875 2.392  -0.102
24 H -2.514 2.251 4.227  0.324
25 C -3.864 1.303 -1.723  -0.396
26 O -4.023 0.167 -0.973  -0.596
27 H -3.481 1.031 -2.707  0.172
28 H -4.853 1.754 -1.806  0.359
29 H -3.191 2.042 -1.287  0.069
30 H -3.219 -0.358 -1.001  0.439
31 C 5.647 -4.235 1.911  -0.813
32 O 4.223 -3.927 1.924  -0.310
33 P 3.506 -3.081 3.098  0.419
34 O 3.706 -3.594 4.461  -0.757
35 O 3.968 -1.486 2.933  -0.298
36 C 3.414 -0.401 3.653  -0.364
37 O 1.981 -3.028 2.645  0.651
38 C 1.203 -4.179 2.707  -0.668
39 H 6.101 -4.126 2.896  0.351
40 H 6.213 -3.617 1.214  0.270
41 H 5.749 -5.303 1.723  0.281
42 H 2.985 0.226 2.872  -0.037
43 H 4.202 0.139 4.179  0.330
44 H 2.613 -0.708 4.326  0.266
45 H 0.894 -4.513 1.717  0.207
46 H 0.354 -4.009 3.370  0.011
47 H 1.720 -4.954 3.274  0.563
48 C 3.162 2.256 1.094  -0.772
49 O 2.381 2.529 2.219  0.047
50 P 1.714 4.039 2.348  0.534
51 O 2.755 5.103 2.306  -0.752
52 O 0.545 4.075 1.199  0.108
53 C 0.461 5.177 0.317  -0.848
54 O 0.825 3.992 3.704  -0.318
55 C -0.083 5.062 4.047  -0.649
56 H 4.154 1.906 1.377  0.370
57 H 3.338 3.112 0.442  0.422
58 H 2.564 1.559 0.507  0.082
59 H 0.666 4.934 -0.725  0.205
60 H 1.112 6.038 0.467  0.424
61 H -0.562 5.551 0.358  0.333
62 H -0.193 5.305 5.103  0.302
63 H -1.078 4.804 3.684  0.206
64 H 0.242 5.972 3.543  0.309
65 C -2.469 -4.002 5.541  -0.741
66 O -3.147 -3.633 4.343  -0.116
67 P -3.654 -4.700 3.216  1.119
68 O -2.549 -5.556 2.697  -0.724
69 O -4.893 -5.530 3.850  -0.355
70 C -6.157 -4.854 4.039  -0.634
71 O -4.381 -3.844 2.049  -0.422
72 C -3.573 -3.133 1.108  -0.189
73 H -1.486 -3.561 5.378  0.162
74 H -2.202 -5.054 5.646  0.392
75 H -2.817 -3.506 6.447  0.292
76 H -6.615 -5.329 4.907  0.263
77 H -6.769 -4.903 3.138  0.242
78 H -5.981 -3.817 4.325  0.295
79 H -3.785 -3.571 0.132  0.318
80 H -2.501 -3.109 1.303  -0.151
81 H -3.902 -2.096 1.033  0.251
82 C 2.423 -1.148 -0.225  -0.611
83 O 1.156 -1.177 -0.842  -0.256
84 P -0.187 -0.627 -0.014  -0.247
85 O -1.502 -0.956 -0.690  -0.407
86 O 0.131 0.940 0.090  0.517
87 C -0.139 1.808 -0.939  -0.386
88 O 0.077 -1.200 1.459  0.654
89 C -0.917 -1.135 2.496  -0.518
90 H 3.125 -0.689 -0.922  0.212
91 H 2.776 -2.169 -0.081  0.271
92 H 2.417 -0.715 0.775  0.139
93 H 0.751 2.209 -1.425  0.275
94 H -0.653 2.690 -0.558  0.089
95 H -0.753 1.412 -1.748  -0.182
96 H -0.732 -0.372 3.252  0.180
97 H -0.859 -2.067 3.058  -0.213
98 H -1.909 -0.950 2.084  0.291
99 C 0.187 4.451 -6.720  -0.708
100 O 1.252 3.957 -5.918  -0.260
101 P 1.434 2.344 -5.698  0.742
102 O 0.290 1.544 -5.218  -0.496
103 O 2.788 2.287 -4.782  -0.323
104 C 3.189 1.096 -4.136  -0.690
105 O 1.904 1.877 -7.182  -0.408
106 C 3.086 2.351 -7.830  -0.753
107 H 0.606 5.208 -7.384  0.305
108 H -0.574 4.893 -6.078  0.207
109 H -0.350 3.736 -7.344  0.360
110 H 4.162 0.859 -4.566  0.372
111 H 2.586 0.213 -4.350  0.358
112 H 3.246 1.209 -3.054  0.135
113 H 2.925 3.194 -8.501  0.278
114 H 3.644 1.560 -8.332  0.292
115 H 3.822 2.726 -7.119  0.309


# 3
Formula: C20H72N16O16
Source: the Open Molecules 2025 dataset
Level of theory: the ωB97M-V functional and the def2-TZVPD basis

The spin multiplicity is 1. Its HOMO energy is -0.2754 Eh. The total energy is -2884.9037 hartree. For the relative energy (zero: lowest compared OMol25 entry of this formula, charge and spin), the calculation gives 104.4 kcal/mol. As for the molecular weight: 792.9 g mol⁻¹. Its LUMO energy is -0.49 eV.

Last column: Mulliken charge in e.
Cartesian coordinates (Å):
1 C -2.160 -13.732 11.813  -0.472
2 C -0.671 -13.798 11.882  1.020
3 O -0.108 -13.871 10.577  -0.572
4 H -2.598 -13.460 12.765  -0.308
5 H -2.636 -14.644 11.463  0.561
6 H -2.332 -12.871 11.191  -0.152
7 H -0.314 -14.561 12.635  0.192
8 H -0.316 -12.814 12.234  -0.793
9 H 0.808 -13.583 10.771  0.391
10 C -0.753 -6.036 13.790  -0.511
11 C 0.543 -5.308 13.643  -0.652
12 O 1.585 -6.361 13.454  -0.482
13 H -1.113 -6.463 12.856  0.103
14 H -1.504 -5.282 13.884  0.763
15 H -1.008 -6.655 14.637  -0.300
16 H 0.731 -4.593 14.469  0.320
17 H 0.562 -4.589 12.825  0.392
18 H 2.493 -6.040 13.618  0.262
19 C -6.983 -7.430 14.099  -1.810
20 C -5.574 -7.930 14.194  1.069
21 O -5.155 -8.473 12.999  -0.495
22 H -7.582 -8.246 13.800  0.369
23 H -7.058 -6.635 13.338  0.386
24 H -7.319 -7.074 15.032  0.452
25 H -5.376 -8.720 14.974  0.207
26 H -4.902 -6.989 14.295  -0.182
27 H -4.215 -8.247 12.899  0.585
28 C -6.693 -11.233 11.338  -1.256
29 C -5.273 -11.341 10.819  0.636
30 O -5.165 -12.470 10.074  -0.609
31 H -6.978 -10.238 11.551  0.244
32 H -7.007 -11.875 12.185  0.225
33 H -7.380 -11.572 10.561  0.437
34 H -4.492 -11.225 11.620  -0.223
35 H -5.037 -10.563 10.107  0.269
36 H -4.253 -12.483 9.663  0.332
37 C -3.347 -6.670 16.744  0.240
38 O -4.689 -7.146 16.736  -0.602
39 N -3.073 -5.488 16.230  -0.301
40 N -2.435 -7.445 17.125  0.218
41 H -3.923 -4.954 15.983  0.299
42 H -2.132 -5.190 16.103  0.209
43 H -2.768 -8.313 17.701  -0.705
44 H -1.469 -7.170 17.416  0.413
45 C -2.761 -10.009 15.100  -0.287
46 O -3.611 -10.194 16.188  1.672
47 N -2.576 -10.871 14.177  1.905
48 N -2.064 -8.960 14.887  3.063
49 H -2.229 -10.632 13.259  -1.207
50 H -3.217 -11.692 14.221  -0.586
51 H -2.297 -8.271 15.647  -1.606
52 H -1.091 -9.133 14.519  -0.934
53 C 0.321 -11.554 18.357  0.133
54 O 0.512 -10.798 19.501  -0.765
55 N 1.131 -12.441 17.960  -0.118
56 N -0.599 -11.351 17.455  2.833
57 H 1.705 -12.865 18.755  0.222
58 H 1.173 -13.104 17.107  0.115
59 H -1.154 -10.490 17.560  -1.222
60 H -0.530 -11.751 16.491  -1.037
61 C 2.813 -11.349 15.073  0.721
62 O 3.546 -11.002 13.948  -0.765
63 N 1.757 -10.674 15.514  0.093
64 N 3.219 -12.305 15.817  -0.403
65 H 1.545 -9.835 14.966  -0.246
66 H 1.200 -10.889 16.369  -0.012
67 H 4.176 -12.860 15.522  0.339
68 H 2.698 -12.397 16.660  0.544
69 C -0.107 -13.592 15.270  0.457
70 O -1.212 -14.317 15.142  -0.833
71 N 1.026 -13.973 15.659  -0.257
72 N -0.178 -12.338 14.982  1.734
73 H 1.249 -14.954 15.876  0.241
74 H 1.868 -13.367 15.468  0.512
75 H -1.092 -11.930 14.662  -1.668
76 H 0.642 -11.761 14.964  -0.071
77 C -3.774 -13.129 17.585  0.168
78 O -4.399 -12.053 18.231  -0.780
79 N -2.495 -13.364 17.408  -0.083
80 N -4.477 -14.105 17.041  -0.462
81 H -1.976 -12.630 17.809  0.060
82 H -2.116 -13.913 16.717  0.297
83 H -5.481 -13.983 17.030  0.315
84 H -4.089 -15.009 16.689  0.232
85 C -7.164 -10.016 17.399  0.430
86 O -8.003 -10.986 17.809  -0.821
87 N -7.463 -8.796 16.983  -0.214
88 N -5.899 -10.033 17.479  0.342
89 H -8.452 -8.564 16.839  0.236
90 H -6.820 -7.969 16.958  0.154
91 H -5.371 -10.847 17.854  0.012
92 H -5.286 -9.374 17.020  -0.425
93 C -2.233 -9.237 11.333  -0.132
94 O -1.773 -10.537 11.651  -0.435
95 N -2.625 -8.358 12.178  -0.144
96 N -2.556 -8.807 10.143  -0.302
97 H -2.476 -8.598 13.190  -0.411
98 H -2.746 -7.405 11.856  0.409
99 H -2.278 -9.427 9.373  0.368
100 H -3.203 -7.998 9.998  0.212
101 C 1.011 -9.429 12.705  -0.726
102 O 0.401 -8.912 13.916  0.485
103 H 0.593 -8.761 11.905  0.184
104 H 0.872 -10.440 12.473  0.223
105 H 2.104 -9.244 12.639  0.173
106 H 0.559 -8.026 13.768  -0.796
107 C -5.443 -12.103 14.671  0.070
108 O -4.392 -13.015 14.469  -0.706
109 H -6.353 -12.672 14.585  0.387
110 H -5.435 -11.303 13.963  -0.190
111 H -5.528 -11.865 15.728  -0.269
112 H -4.201 -13.490 15.276  0.280
113 C -3.672 -8.967 19.777  -0.968
114 O -2.738 -9.663 18.941  -0.653
115 H -3.148 -8.688 20.605  0.343
116 H -4.506 -9.705 20.087  0.241
117 H -4.175 -8.171 19.272  0.346
118 H -2.512 -10.543 19.258  0.228
119 C 0.506 -8.032 17.517  -0.976
120 O 0.194 -6.669 17.135  -0.701
121 H 1.626 -8.143 17.401  0.551
122 H 0.327 -8.778 16.769  -0.059
123 H 0.166 -8.384 18.429  0.394
124 H 1.014 -6.308 16.872  0.377